Record 1
12 unconnected molecules or ions with the total composition C37H97BrN25O13P2 at a distorted geometry. Source: OMol25; level of theory: ωB97M-V with the def2-TZVPD basis set.

Results
Calculated total energy ... -192437.5607 eV
Molecular weight ... 1242.2 g/mol
Total charge ... +1
Orbital gap ... 6.9 eV
Multiplicity ... 1

```
175
Properties=species:S:1:pos:R:3:forces:R:3
C -6.529256 3.075334 -1.746873 0.2 -0.2 -0.1
C -6.319044 1.829260 -0.865932 0.0 0.5 -0.8
C -6.111487 2.147060 0.602300 -0.3 -0.5 -0.1
C -5.599209 0.931962 1.373371 -0.4 0.2 0.3
C -4.894081 1.217172 2.703398 0.2 -0.4 -0.6
C -3.836083 2.327101 2.702562 -0.2 0.2 0.8
C -2.525501 1.880984 3.366847 -0.4 0.2 -0.2
C -1.301064 2.745883 3.030707 0.0 -0.8 0.2
C -0.196383 1.911632 2.343891 -0.4 1.2 0.2
C 0.806136 2.829292 1.624739 0.0 -0.3 0.1
C 1.544259 2.309637 0.355413 -0.2 0.0 0.0
C 0.934298 1.229248 -0.460359 0.4 -0.3 0.4
N -0.268860 1.259390 -0.984232 0.3 0.3 0.5
P -1.406521 2.592833 -0.897623 -1.1 0.5 -0.5
O -2.807523 2.190525 -0.927250 -0.2 -0.2 0.0
C -0.549412 0.031911 -1.743428 -0.9 -1.3 -0.4
C -0.566337 0.180592 -3.256590 -0.2 0.4 0.2
Br -2.304309 -0.803690 -1.360983 0.1 0.4 0.4
C 0.445844 -0.931370 -1.092445 -1.2 0.0 0.6
N 0.540181 -2.222678 -1.632855 2.2 0.4 -0.5
C 0.524458 -3.277515 -0.911305 -0.3 0.2 0.0
C 1.553235 -4.332515 -1.161594 -1.1 -0.5 -1.1
C -0.509453 -3.594518 0.135365 0.3 0.0 0.2
C 1.710999 -0.024225 -0.849850 -0.4 0.8 0.1
C 2.523435 0.543844 -2.056690 -0.2 -0.4 0.0
C 3.260981 -0.426660 -2.991334 0.6 -0.1 -0.3
O 3.310344 -1.736032 -2.478926 -0.2 0.0 0.3
C 2.723673 -0.389799 -4.410174 0.0 0.1 -0.1
N 2.874459 0.956899 -4.962628 -0.3 0.0 0.2
P 2.808740 -0.842832 0.423068 -0.2 -2.3 -0.4
C 4.570679 -0.497989 0.108625 0.2 1.4 0.2
C 5.094395 0.940137 0.244577 0.5 -0.4 0.1
C 2.397161 -0.437544 2.161029 0.0 0.6 0.0
C 1.175363 -1.213111 2.656573 0.3 0.5 0.2
H -7.461917 3.015361 -2.297880 -0.2 0.2 0.0
H -6.501015 4.005433 -1.182576 -0.2 0.1 0.1
H -5.748491 3.155967 -2.498738 0.1 0.1 -0.1
H -5.472602 1.284907 -1.283627 0.2 -0.1 0.2
H -7.181776 1.189977 -0.992491 0.0 -0.2 0.2
H -7.100765 2.382905 0.996719 0.0 0.4 0.2
H -5.491873 3.036351 0.706664 0.2 0.0 0.1
H -5.005606 0.291165 0.722982 0.4 0.1 -0.1
H -6.480275 0.342127 1.614375 -0.1 -0.3 -0.1
H -4.382778 0.293468 2.974975 -0.1 -0.2 0.2
H -5.655763 1.370795 3.463242 0.0 0.3 0.2
H -3.669082 2.768855 1.722873 0.1 -0.3 -0.3
H -4.221023 3.132732 3.327659 0.0 0.4 -0.2
H -2.701085 1.903583 4.439094 0.1 -0.2 0.2
H -2.371560 0.835277 3.100126 0.3 -0.1 0.0
H -1.578874 3.587596 2.399380 -0.1 0.2 0.0
H -0.911874 3.126993 3.970196 0.2 0.4 -0.1
H 0.332922 1.434283 3.158941 0.0 -0.8 -0.2
H -0.726997 1.205034 1.707596 0.3 -0.3 -0.2
H 1.587340 3.058495 2.337483 0.3 0.2 0.0
H 0.328490 3.776268 1.394851 0.0 0.2 0.0
H 2.525452 1.954500 0.640919 0.2 0.1 0.0
H 1.689066 3.156407 -0.321185 0.1 0.1 0.0
H -1.039836 3.335561 -2.030907 0.4 0.0 0.1
H -1.055638 3.339727 0.224920 0.5 -0.2 -0.1
H -0.397198 -0.805570 -3.671379 0.2 -0.1 -0.1
H -1.559645 0.487297 -3.563056 -0.1 0.2 -0.1
H 0.141912 0.912674 -3.632529 0.3 -0.1 -0.1
H 0.052613 -0.994394 -0.066873 0.0 0.0 0.2
H 1.103357 -5.322963 -1.134682 0.1 -0.2 0.2
H 1.948208 -4.175428 -2.157236 0.4 0.1 0.0
H 2.327544 -4.248312 -0.406746 0.1 0.1 0.2
H -0.500998 -2.925463 0.991524 -0.1 0.1 0.1
H -1.482957 -3.556690 -0.343763 -0.2 0.2 0.0
H -0.368044 -4.611301 0.480099 0.1 -0.1 0.3
H 1.845752 1.132703 -2.667004 0.0 0.1 -0.2
H 3.237241 1.256953 -1.659940 0.1 0.1 0.2
H 4.295641 -0.065861 -3.075562 0.1 0.2 0.1
H 3.672488 -2.321928 -3.149961 0.0 0.0 -0.1
H 1.680325 -0.691271 -4.419878 -0.1 0.0 0.0
H 3.271687 -1.130446 -4.995444 0.1 -0.2 0.0
H 3.641421 1.439842 -4.513649 0.2 0.0 -0.1
H 3.059471 0.933412 -5.954288 -0.1 0.1 -0.1
H 5.087642 -1.088070 0.860396 -0.1 -0.3 0.2
H 4.875979 -0.899165 -0.850087 -0.3 -0.3 -0.1
H 6.136334 0.894415 0.545435 0.3 0.1 0.0
H 4.589762 1.490480 1.028707 -0.2 0.3 0.0
H 5.086898 1.480344 -0.697914 -0.3 0.2 -0.1
H 2.326276 0.617893 2.414738 0.0 0.2 0.0
H 3.243244 -0.806627 2.738929 0.3 0.0 -0.1
H 1.354416 -2.276105 2.544583 -0.2 -0.2 -0.1
H 0.257153 -0.896291 2.172634 -0.1 -0.2 -0.2
H 1.054655 -0.975580 3.710325 -0.1 -0.2 0.2
C 5.022701 3.102808 3.190257 -0.7 -0.1 0.6
O 3.935024 3.404223 2.687362 0.1 -0.2 -0.2
N 5.088975 2.501523 4.415464 0.0 -0.1 -0.4
N 6.191223 3.339176 2.570172 0.7 0.0 -0.2
H 5.944460 2.249771 4.878146 0.0 0.0 0.0
H 4.220846 2.320694 4.886029 0.0 0.0 0.1
H 6.154696 3.786190 1.673572 0.0 0.0 0.0
H 7.087428 3.077163 2.951383 -0.1 -0.1 -0.1
C -6.101221 -3.483965 -1.678702 0.3 0.3 -0.3
O -6.978438 -4.099222 -1.094044 -0.3 0.0 0.2
N -5.923176 -3.555014 -3.024225 -0.2 0.0 0.3
N -5.223238 -2.667230 -1.008658 0.0 -0.2 0.1
H -5.211164 -3.049973 -3.515325 0.0 0.0 0.0
H -6.538818 -4.152784 -3.555516 0.3 -0.1 -0.2
H -5.329147 -2.587989 -0.015004 -0.1 0.1 0.0
H -4.496911 -2.156942 -1.470049 -0.1 0.0 -0.1
C -5.676386 6.111252 -4.136110 0.0 0.0 0.0
O -5.766644 5.420829 -5.132275 0.0 0.0 0.0
N -6.587896 7.082670 -3.825737 0.0 0.0 0.0
N -4.645970 5.966640 -3.241979 0.1 0.1 0.0
H -6.530097 7.659344 -3.008874 0.0 0.0 0.0
H -7.353188 7.210004 -4.460648 0.0 0.0 0.0
H -3.968303 5.257800 -3.445364 -0.1 0.0 0.0
H -4.544478 6.517099 -2.411459 -0.1 0.0 0.0
C 5.552314 -1.192897 5.541684 0.1 0.0 0.1
O 5.409069 -0.224662 6.284237 0.0 -0.1 -0.3
N 5.730491 -1.062630 4.193145 -0.2 0.2 0.0
N 5.558227 -2.469869 6.014124 -0.2 0.0 0.0
H 5.863253 -1.843177 3.578168 0.1 0.0 0.0
H 5.741969 -0.128680 3.815315 0.1 -0.1 0.0
H 5.441813 -2.596456 7.002743 0.1 0.0 0.0
H 5.684891 -3.275415 5.431350 0.1 0.0 0.0
C 9.370194 0.553980 1.937766 0.0 0.2 0.1
O 8.822263 0.856702 2.997622 -0.3 0.2 -0.1
N 9.615514 -0.737191 1.618188 -0.2 -0.4 -0.1
N 9.757667 1.484438 1.025688 -0.2 0.0 0.2
H 10.052030 -1.030238 0.765622 0.1 0.1 0.0
H 9.340043 -1.425095 2.298363 0.3 -0.1 0.2
H 9.588073 2.453452 1.232498 0.1 0.1 -0.2
H 10.206732 1.254882 0.160176 0.0 0.0 0.0
C 9.328291 4.950426 -0.949425 0.1 0.1 0.0
O 9.588484 4.251882 0.019245 -0.1 0.0 0.0
N 8.116075 4.904994 -1.580388 0.0 0.0 0.0
N 10.229169 5.828015 -1.470448 0.0 0.0 0.0
H 7.883230 5.471878 -2.373136 0.0 0.0 0.0
H 7.431593 4.270041 -1.216628 0.0 0.0 0.0
H 11.126146 5.883979 -1.024850 0.0 0.0 0.0
H 10.040935 6.413267 -2.261709 0.0 0.0 0.0
C 9.833614 -1.612194 5.526987 -0.2 0.4 0.0
O 9.842228 -2.185440 4.443157 -0.2 0.0 0.0
N 8.930795 -0.633067 5.848989 0.1 -0.5 -0.2
N 10.743938 -1.912543 6.497646 0.0 -0.1 0.1
H 8.913776 -0.159290 6.732186 0.0 0.0 0.0
H 8.265380 -0.376120 5.140994 0.2 0.2 -0.1
H 11.420748 -2.622299 6.290158 0.0 0.0 0.0
H 10.767670 -1.460990 7.391611 0.0 0.0 0.0
C -7.624109 -5.419030 -5.997529 -0.1 -0.1 -0.1
O -6.600298 -5.229177 -5.348109 -0.1 0.1 0.1
N -8.863389 -5.114444 -5.512690 0.1 0.1 0.1
N -7.612117 -5.949525 -7.248003 0.0 0.1 0.0
H -9.707286 -5.268257 -6.032063 0.0 0.0 0.0
H -8.920333 -4.727059 -4.589641 0.0 0.0 0.0
H -6.718378 -6.187331 -7.632957 0.0 0.0 0.0
H -8.450324 -6.107643 -7.786367 0.0 -0.1 -0.1
C -9.744825 -7.245527 -10.248837 0.0 -0.1 -0.1
O -9.917309 -6.860064 -9.101196 0.1 0.1 0.1
N -8.532352 -7.679725 -10.702746 0.0 0.1 0.0
N -10.757633 -7.272054 -11.159542 0.0 0.0 0.0
H -8.374314 -8.000131 -11.638792 0.0 0.0 0.0
H -7.768606 -7.679493 -10.054226 0.0 0.0 0.0
H -11.659661 -6.959956 -10.852218 0.0 0.0 0.0
H -10.645626 -7.584785 -12.104728 0.0 0.0 0.0
C -9.492829 -0.838693 0.245360 -0.1 -0.2 0.0
O -8.449874 -0.255227 -0.008702 -0.1 -0.1 0.1
N -10.626311 -0.167947 0.618597 0.0 0.1 0.0
N -9.609643 -2.194452 0.182369 0.1 0.1 0.0
H -11.493228 -0.621298 0.833758 0.0 0.0 0.0
H -10.570431 0.831147 0.674465 0.0 0.0 0.0
H -8.792397 -2.717271 -0.078565 0.2 -0.2 -0.1
H -10.456036 -2.687114 0.392702 0.0 0.0 0.0
C 2.626150 0.342658 9.006950 0.0 -0.1 0.0
O 3.014729 1.495495 8.983701 0.0 0.1 0.0
N 3.136288 -0.620553 8.179144 0.0 0.1 -0.1
N 1.642329 -0.078177 9.865398 0.0 0.0 0.0
H 2.819031 -1.570807 8.185875 -0.1 0.0 0.0
H 3.865792 -0.342242 7.535979 0.1 -0.1 0.1
H 1.251129 0.606799 10.483858 0.0 0.0 0.0
H 1.305234 -1.020402 9.904903 0.0 0.0 0.0
```
Forces are in eV/Å.



Record 2
13 unconnected molecules or ions with the total composition C43H86Cl6O10 at a distorted geometry. Source: OMol25; level of theory: ωB97M-V with the def2-TZVPD basis set.

Results
Calculated total energy ... -141587.9759 eV
Molecular weight ... 975.9 g/mol
Total charge ... 0
Orbital gap ... 9.8 eV
Multiplicity ... 1

```
145
Properties=species:S:1:pos:R:3:forces:R:3
C -15.208386 4.275157 -9.201102 0.4 -0.3 0.9
Cl -13.565211 4.974889 -9.336888 -0.6 0.2 -0.1
Cl -14.988641 2.493216 -9.032367 -0.5 0.5 0.0
H -15.726347 4.670479 -8.303614 0.5 -0.3 -0.6
H -15.801142 4.477434 -10.081182 0.1 0.0 -0.3
C -24.507353 -1.757197 -13.475091 -2.6 -0.7 -1.1
Cl -24.105506 -2.326808 -15.140801 -0.1 0.0 0.3
Cl -23.874298 -2.748353 -12.237545 0.8 -0.8 0.9
H -24.069078 -0.800985 -13.420777 0.2 1.2 0.2
H -25.652153 -1.804707 -13.365700 1.9 0.5 -0.4
C -15.477857 -0.748936 -9.289939 -1.4 -0.4 -1.9
Cl -15.351488 -2.162491 -10.405712 -0.1 0.1 0.5
Cl -17.115710 -0.577747 -8.584950 0.6 -0.1 -0.2
H -14.779830 -0.894088 -8.536175 1.1 -0.2 1.4
H -15.250518 0.079382 -9.947317 -0.1 0.3 0.2
C -21.051317 1.170132 -15.694369 -0.8 1.0 -2.6
C -21.847815 2.485866 -15.577687 1.8 0.5 -1.6
C -22.926871 2.174374 -14.618713 -0.7 0.4 2.1
O -22.543079 0.888725 -13.939874 0.3 1.3 -1.0
C -21.160843 0.659165 -14.350110 -0.1 -0.7 2.5
H -20.005855 1.269730 -16.037758 -0.6 0.1 0.0
H -21.686449 0.593605 -16.436165 1.2 -0.1 0.9
H -22.223651 2.779689 -16.569552 0.1 0.1 0.4
H -21.180411 3.281249 -15.216598 -0.3 -0.1 0.0
H -23.898806 2.028100 -15.132934 0.4 0.0 0.7
H -22.961044 3.094299 -13.886591 -0.4 -2.1 -0.8
H -20.862939 -0.378241 -14.309647 -0.6 -0.6 0.3
H -20.487758 1.158986 -13.618486 -0.4 0.1 -0.5
C -24.012529 -0.322338 -6.350190 0.0 1.6 -0.2
C -23.102117 0.900483 -5.956213 0.6 -0.8 -1.5
C -23.652409 2.077422 -6.772363 -1.5 -1.5 0.0
O -24.268587 1.475809 -7.928041 0.4 -0.2 0.1
C -24.787724 0.168271 -7.598592 1.0 1.2 0.7
H -24.666574 -0.530126 -5.541589 -0.9 -0.3 0.7
H -23.446915 -1.214360 -6.532993 0.5 -0.3 -0.2
H -22.154913 0.616095 -6.394888 0.7 0.2 0.3
H -22.993516 1.084300 -4.889771 -0.1 0.0 -0.1
H -23.017259 2.856926 -7.169915 0.5 0.0 0.3
H -24.443763 2.477731 -6.155067 -0.4 0.8 0.2
H -24.659787 -0.431313 -8.478548 0.0 -0.5 -0.4
H -25.828049 0.303159 -7.391899 -0.9 -0.2 0.2
C -24.393288 7.339964 -15.204154 -0.1 1.3 0.1
C -23.176528 8.331945 -15.009193 -0.6 0.0 1.1
C -23.341882 8.925610 -13.573341 -1.1 -0.8 -0.5
O -24.103233 7.909646 -12.881940 0.6 1.1 -0.1
C -25.021400 7.300836 -13.795612 1.0 -1.2 1.0
H -24.072986 6.359596 -15.536941 0.2 0.0 0.0
H -25.098721 7.733004 -15.963841 0.3 -0.3 0.5
H -23.100215 9.181618 -15.698551 0.1 -0.7 -0.3
H -22.328433 7.681534 -14.980912 1.0 0.1 -0.4
H -23.987942 9.804012 -13.652490 0.2 0.3 0.1
H -22.411689 9.183644 -13.008872 -0.8 -0.5 -0.5
H -26.012172 7.725477 -13.807310 -0.3 0.6 0.3
H -25.069281 6.333095 -13.252506 -0.5 0.0 -1.2
C -18.817624 6.508111 -13.285770 -1.4 1.1 -1.0
C -19.770601 5.248600 -13.129192 -0.8 1.7 -0.2
C -19.134256 4.381749 -12.102897 1.8 0.0 -1.1
O -17.950486 5.066457 -11.669215 0.9 -0.1 0.1
C -17.517997 6.061607 -12.603717 -0.9 -0.4 -0.2
H -19.229227 7.442045 -12.725536 0.5 -1.7 -0.9
H -18.815460 6.787590 -14.413819 0.6 -0.3 2.0
H -19.955785 4.682422 -14.040311 0.2 0.4 -0.3
H -20.743556 5.618622 -12.773497 0.1 -0.2 -0.2
H -18.973785 3.360621 -12.483252 0.5 0.4 0.1
H -19.677911 4.282233 -11.244354 -1.7 -0.4 2.1
H -16.825256 5.633316 -13.315698 0.3 -0.2 -0.3
H -17.012645 6.850129 -12.044126 -0.1 -0.1 0.0
C -24.660783 5.237322 -9.182908 0.0 -0.5 0.2
C -25.350010 6.041422 -8.071244 0.2 0.1 -0.4
C -24.235508 6.022129 -6.986619 -3.0 -1.7 -1.4
O -23.122262 6.174784 -7.733117 3.7 0.9 -0.6
C -23.194256 5.682191 -9.079032 -2.2 -0.6 1.5
H -25.050133 5.471839 -10.136174 -0.5 0.4 -1.2
H -24.817724 4.131875 -9.081887 0.4 0.9 0.3
H -26.286157 5.593707 -7.828261 -0.6 -0.6 0.7
H -25.638973 7.052955 -8.403161 0.6 -0.1 0.1
H -24.267612 4.979094 -6.581128 0.0 0.9 0.6
H -24.380305 6.833441 -6.303183 0.3 0.1 0.8
H -22.535238 4.870437 -9.262416 0.9 -0.8 0.1
H -22.961553 6.474639 -9.733384 0.3 1.1 -0.8
C -17.291750 -3.344626 -15.727980 1.8 -1.6 1.8
C -17.216963 -2.291724 -16.772398 -0.4 1.0 -1.8
C -18.547954 -1.550071 -16.485750 -0.7 1.0 -1.4
O -18.931735 -1.780304 -15.152624 0.5 1.0 -0.1
C -18.577504 -3.095652 -14.922748 0.5 -1.2 2.0
H -16.415986 -3.220037 -15.026609 -0.9 -0.3 -0.6
H -17.195222 -4.371170 -16.134162 -0.3 0.5 0.3
H -17.135668 -2.752518 -17.824122 -0.4 1.0 1.5
H -16.389961 -1.578028 -16.669487 0.0 -0.4 0.1
H -19.311794 -1.967449 -17.147382 -0.2 -0.1 -0.1
H -18.588098 -0.457014 -16.636855 0.4 -0.5 -0.1
H -19.431021 -3.718592 -15.206434 0.2 -0.4 0.0
H -18.363926 -3.205822 -13.806663 -0.5 -0.1 -1.4
C -19.458910 5.197535 -6.142921 -0.2 -0.3 1.6
C -19.990863 4.965202 -7.589429 0.1 0.4 1.3
C -18.698089 4.753182 -8.336641 -0.2 0.1 0.7
O -17.768025 5.565556 -7.642876 1.1 0.1 -0.1
C -17.916397 5.317980 -6.255369 -0.4 -1.0 -0.7
H -19.781263 4.391580 -5.422647 0.4 0.6 -0.8
H -19.841794 6.129194 -5.710183 0.0 -0.2 -0.2
H -20.519018 5.840711 -7.961142 0.0 0.0 0.1
H -20.686221 4.145243 -7.489567 -0.1 -0.4 -0.7
H -18.657251 5.149149 -9.307264 -0.3 0.2 -1.5
H -18.435299 3.703520 -8.365686 0.5 -0.5 0.2
H -17.497373 6.153604 -5.719911 0.1 0.3 0.2
H -17.314373 4.402207 -6.002637 -0.8 0.5 0.1
C -17.669790 1.061301 -13.160055 0.1 0.0 -1.0
C -16.648186 1.949431 -13.918728 0.9 0.2 0.8
C -15.502912 2.085872 -12.802572 -1.0 -0.2 -1.8
O -15.479454 0.804077 -12.211244 -1.3 0.1 0.2
C -16.914923 0.540342 -11.942779 1.7 -0.6 -1.1
H -17.985324 0.269063 -13.846621 -0.2 -0.1 0.4
H -18.547766 1.626824 -12.859709 0.0 -0.1 0.0
H -17.043161 2.893126 -14.377802 0.3 -0.7 0.8
H -16.202181 1.371215 -14.743690 -0.2 0.2 0.3
H -15.750295 2.867566 -12.087916 0.0 0.2 0.2
H -14.552919 2.273885 -13.284529 0.3 0.1 0.2
H -17.160327 1.131327 -11.091646 -0.4 0.2 1.0
H -16.977075 -0.546485 -11.772094 -0.2 0.6 0.1
C -20.078771 -5.096411 -11.370645 -0.3 -1.5 -0.1
C -20.840754 -5.470746 -10.070369 1.3 -0.4 -0.6
C -21.071965 -4.171262 -9.379499 -0.3 0.9 0.4
O -21.042409 -3.167661 -10.416253 -0.2 0.4 0.2
C -20.258463 -3.564379 -11.545250 -1.3 -1.9 -0.6
H -20.515828 -5.826819 -12.107114 0.6 1.3 0.0
H -19.017629 -5.325486 -11.297449 0.1 -0.1 0.1
H -20.291359 -6.184612 -9.453057 -0.1 0.0 -0.1
H -21.778611 -5.921129 -10.387094 -0.2 0.0 0.3
H -20.419242 -3.822962 -8.544094 0.1 -0.7 -0.7
H -22.059110 -4.302335 -8.926925 -0.3 1.0 -0.1
H -19.243932 -3.180171 -11.583555 -0.1 0.8 0.2
H -20.829726 -3.344819 -12.496472 0.6 0.2 1.1
C -20.598010 0.233251 -9.984554 0.7 -0.7 0.2
C -22.022425 0.260685 -10.534334 -0.6 0.4 1.6
C -22.388880 1.734190 -10.699914 0.3 0.3 1.9
O -21.105429 2.400541 -10.710510 -0.8 0.4 -0.6
C -20.231278 1.691136 -9.851315 0.9 0.3 -1.6
H -19.907947 -0.286553 -10.657007 -0.1 0.1 0.0
H -20.513881 -0.314548 -9.024302 -0.2 0.4 -0.4
H -22.648559 -0.198681 -9.744789 -0.2 -0.1 -1.0
H -22.095829 -0.143915 -11.506977 -0.2 -1.2 -0.7
H -22.998801 2.102776 -9.830986 0.5 -0.3 -0.6
H -22.961876 1.919052 -11.595136 0.3 0.3 -0.5
H -20.297481 2.050462 -8.856975 -0.2 0.4 1.3
H -19.216891 1.935840 -10.232864 -0.4 -0.3 0.4
```
Forces are in eV/Å.